# 1
The following is a quantum chemistry calculation of the molecule C4H6N2S2, from the Open Molecules 2025 dataset.

As for the largest force on an atom: 4.71 eV/A. The HOMO-LUMO gap comes out at 8.97 eV.

ORCA input file:
```
! RIJCOSX wB97M-V def2-TZVPD def2/J DEFGRID3
* xyz 0 1
C -0.74763 -0.64939 -1.62218
C -0.05282 0.52531 0.99850
C 0.68790 -0.57406 -3.51811
C -0.68111 1.06081 3.72622
N -1.37875 -0.88579 -0.59923
N -0.42721 -0.27494 -2.72387
S -1.44104 -0.30414 1.00416
S 0.60016 1.21966 2.34522
H 0.37441 -1.20490 -4.47534
H 0.97883 0.44261 -4.07370
H 1.61736 -0.98515 -3.04138
H -0.11722 1.57492 4.56585
H -1.00050 0.09188 4.05297
H -1.49613 1.75836 3.52778
*
```

***

# 2
The following is a quantum chemistry calculation of the ion C4H6N3 with charge +1, from the Open Molecules 2025 dataset.

As for the largest force on an atom: 5.70 eV/A. The HOMO-LUMO gap (spin up / spin down) comes out at 5.30 / 5.30 eV.

ORCA input file:
```
! RIJCOSX wB97M-V def2-TZVPD def2/J DEFGRID3
* xyz 1 1
C -0.79653 -0.63085 1.11018
C 1.21137 -0.25766 -1.51399
C -0.68295 1.22657 -0.68806
C -1.03925 -0.15422 -0.33439
N 0.33372 -0.55114 1.58713
N 0.17383 0.11423 -0.97830
N 1.53332 -0.49205 1.64804
H -1.55761 -1.07761 1.85174
H 1.95251 0.31738 -2.04423
H -1.23359 1.62414 -1.48835
H -0.34783 1.90133 -0.01318
H -1.84118 -0.86797 -0.62920
H 2.29418 -1.15215 1.49263
*
```

***

# 3
The following is a quantum chemistry calculation of the ion C4H6N3O2S with charge +1, from the Open Molecules 2025 dataset.

As for the largest force on an atom: 3.77 eV/A. The HOMO-LUMO gap (spin up / spin down) comes out at 8.15 / 8.15 eV.

ORCA input file:
```
! RIJCOSX wB97M-V def2-TZVPD def2/J DEFGRID3
* xyz 1 1
C -1.55455 -1.41609 0.46899
C -0.25784 -1.08618 0.21605
C -0.92441 -3.58523 1.50374
C 0.30149 0.21288 0.00452
N 0.70333 -2.15800 0.46841
N -0.57474 1.13506 -0.41735
N 1.62354 0.51001 0.09883
O 0.29076 -3.27890 1.28107
O -2.50927 -0.53118 0.34059
S -1.97763 -4.50110 2.06095
H 1.09165 -2.61072 -0.49146
H -1.46258 0.91180 -0.86254
H -0.38299 2.10600 -0.58010
H 2.14530 -0.23240 0.66896
H 1.74729 1.48748 -0.02870
H -3.30575 -0.77982 0.84410
*
```

***

# 4
The following is a quantum chemistry calculation of the molecule C4H6N3P, from the Open Molecules 2025 dataset.

As for the largest force on an atom: 3.83 eV/A. The HOMO-LUMO gap comes out at 9.01 eV. As for the SMILES: c1c2nnn1CPC2.

ORCA input file:
```
! RIJCOSX wB97M-V def2-TZVPD def2/J DEFGRID3
* xyz 0 1
C 0.08922 -0.88743 -0.95091
C 1.16389 -0.36436 -0.27420
C 1.21661 -0.26760 1.19399
C -1.36175 0.60618 -0.26165
N 1.36013 0.84190 -0.87558
N 0.41075 1.12210 -1.62372
N -0.56317 0.14718 -1.63116
P -0.48277 0.66857 1.36207
H -0.36311 -1.74783 -0.49513
H 1.29471 -1.25482 1.75196
H 2.15003 0.21914 1.35022
H -1.59640 1.60021 -0.69695
H -2.14039 -0.16173 -0.35980
H -1.17775 -0.52152 1.51086
*
```

***

# 5
The following is a quantum chemistry calculation of a cluster of 2 separate species, C4H6N4 in total, from the Open Molecules 2025 dataset.

As for the largest force on an atom: 5.54 eV/A. The HOMO-LUMO gap comes out at 9.08 eV.

ORCA input file:
```
! RIJCOSX wB97M-V def2-TZVPD def2/J DEFGRID3
* xyz 0 1
C -1.54654 0.43945 0.56802
C 0.86284 0.67251 -0.40491
C 0.81085 -0.73838 -1.02094
C 0.80127 -1.65794 -1.84711
H -0.44856 -2.16964 1.91595
H 0.36677 -0.55769 2.08921
H -2.45056 0.84664 0.25061
H -0.64765 2.38045 0.20222
H 1.31798 2.58192 -0.68213
H 0.99356 -2.41056 -2.66528
N -0.09915 -1.28672 1.32786
N -1.34391 -0.76955 0.98347
N -0.52875 1.35225 -0.06694
N 1.91185 1.31726 -0.65002
*
```

***

# 6
The following is a quantum chemistry calculation of the molecule C4H6N4, from the Open Molecules 2025 dataset.

As for the largest force on an atom: 8.87 eV/A. The HOMO-LUMO gap comes out at 8.45 eV. As for the SMILES: C1=NNN2CCN=C12.

ORCA input file:
```
! RIJCOSX wB97M-V def2-TZVPD def2/J DEFGRID3
* xyz 0 1
C 2.07889 -0.18504 -0.16036
C 1.29133 1.13983 0.20230
C -1.40469 -1.06971 0.03210
C -0.04061 -0.71968 -0.21740
H 2.02674 -0.06650 -1.21999
H 3.10794 -0.55746 0.34242
H 1.39740 0.99921 1.34507
H 1.81439 2.23466 0.05668
H -1.72297 2.04267 -0.28616
H -1.69163 -2.07065 -0.04886
N -0.00020 0.66398 -0.28688
N -1.24870 0.99856 0.03677
N -2.16020 0.03718 0.12142
N 1.05462 -1.35320 0.22456
*
```

***

# 7
The following is a quantum chemistry calculation of the molecule C4H6N4, from the Open Molecules 2025 dataset.

As for the largest force on an atom: 7.12 eV/A. The HOMO-LUMO gap comes out at 8.94 eV. As for the SMILES: [H]/N=C1/C/C(=N\[H])NC=N1.

ORCA input file:
```
! RIJCOSX wB97M-V def2-TZVPD def2/J DEFGRID3
* xyz 0 1
C 0.96561 0.30314 0.64033
C -0.50949 0.14411 0.84669
C -1.27835 0.02446 -0.43615
C 0.68261 -0.43821 -1.60666
H 1.38691 1.26892 2.34771
H -0.59476 -0.76138 1.48032
H -1.22650 0.93060 1.52233
H -3.06411 -0.43862 -0.95256
H 0.97398 -0.52995 -2.64207
H 2.50520 -0.75247 -0.50371
N 1.78549 0.74672 1.51146
N -2.50189 0.11213 -0.15136
N -0.69292 -0.35539 -1.53026
N 1.56823 -0.25406 -0.52608
*
```

***

# 8
The following is a quantum chemistry calculation of the molecule C4H6N4, from the Open Molecules 2025 dataset.

As for the largest force on an atom: 4.97 eV/A. The HOMO-LUMO gap comes out at 8.62 eV. As for the SMILES: [H]/N=c1/cc(C)[nH]nn1.

ORCA input file:
```
! RIJCOSX wB97M-V def2-TZVPD def2/J DEFGRID3
* xyz 0 1
C -2.61819 -0.64953 0.15561
C -1.22208 -0.25641 -0.20506
C -0.06271 -1.07707 -0.32742
C 1.23551 -0.51798 -0.03305
H -2.58364 -1.76076 0.09986
H -2.99302 -0.24232 1.08647
H -3.18618 0.04367 -0.49104
H 0.02673 -2.14851 -0.53498
H 2.97033 -0.08857 0.08915
H -1.54764 2.00618 0.32471
N 2.33731 -1.06137 0.37316
N 1.44468 0.90477 -0.22139
N 0.38326 1.53893 0.00938
N -0.83407 1.07428 0.10818
*
```

***

# 9
The following is a quantum chemistry calculation of the molecule C4H6N4O, from the Open Molecules 2025 dataset.

As for the largest force on an atom: 2.28 eV/A. The HOMO-LUMO gap comes out at 8.47 eV. As for the SMILES: Nc1[nH]cnc1/C=N\O.

ORCA input file:
```
! RIJCOSX wB97M-V def2-TZVPD def2/J DEFGRID3
* xyz 0 1
C 0.37220 0.54950 -0.04691
C 2.13238 -0.73905 0.16103
C 0.00245 -0.79014 -0.06988
C -1.30418 -1.43436 -0.21775
H 0.20442 2.47683 -0.47243
H -1.27121 1.57819 -0.54366
H 2.38154 1.32321 0.07358
H 3.17612 -1.01903 0.25619
H -1.27182 -2.48179 -0.42312
H -1.87785 0.45304 1.05440
N -0.34846 1.69302 -0.19528
N 1.71911 0.53984 0.09455
N 1.12844 -1.58507 0.05165
N -2.47220 -0.96700 -0.08178
O -2.57094 0.40281 0.35939
*
```

***

# 10
The following is a quantum chemistry calculation of the molecule C4H6N4O2, from the Open Molecules 2025 dataset.

As for the largest force on an atom: 5.35 eV/A. The HOMO-LUMO gap comes out at 9.91 eV. As for the SMILES: c1nonc1N1CCNO1.

ORCA input file:
```
! RIJCOSX wB97M-V def2-TZVPD def2/J DEFGRID3
* xyz 0 1
C -2.32850 1.05595 -0.25360
C -1.35785 -0.01484 -0.42655
C 2.20496 -0.21507 0.06584
C 0.86166 -0.97026 -0.26527
N -3.33921 0.47010 0.29676
N -1.92667 -1.17410 -0.12719
N 1.77044 1.09552 0.48455
N -0.03656 0.00766 -0.72936
O -3.18011 -0.87089 0.28822
O 0.64884 1.40557 -0.25138
H -1.98398 1.99071 -0.11758
H 2.93591 -0.55729 0.83229
H 2.72778 -0.10508 -0.88421
H 1.00502 -1.76874 -0.95762
H 0.43951 -1.54512 0.62637
H 1.55874 1.19589 1.41873
*
```

***

# 11
The following is a quantum chemistry calculation of the molecule C4H6N4OS, from the Open Molecules 2025 dataset.

As for the largest force on an atom: 2.68 eV/A. The HOMO-LUMO gap comes out at 8.18 eV. As for the SMILES: NNC(=O)c1c[nH]c(=S)[nH]1.

ORCA input file:
```
! RIJCOSX wB97M-V def2-TZVPD def2/J DEFGRID3
* xyz 0 1
C 1.13020 1.12868 -0.06978
C -0.19097 0.43054 0.05022
C -0.46071 -0.87021 0.01728
C -2.40528 0.21153 -0.04963
H 1.94480 -1.54779 -0.63745
H 2.13839 -1.25789 1.09586
H 3.01905 0.96808 -0.29813
H 0.08713 -1.81068 0.02742
H -2.36805 -1.76731 -0.22533
H -1.55641 2.10460 0.22095
N 2.42157 -1.00949 0.13666
N 2.23502 0.39128 -0.14490
N -1.78066 -0.97449 -0.18935
N -1.41257 1.12123 0.08445
O 1.24666 2.34476 -0.03606
S -4.04818 0.53716 0.01780
*
```

***

# 12
The following is a quantum chemistry calculation of a cluster of 2 separate species, C4H6NO in total, from the Open Molecules 2025 dataset.

As for the largest force on an atom: 6.00 eV/A. The HOMO-LUMO gap (spin up / spin down) comes out at 9.04 / 9.04 eV.

ORCA input file:
```
! RIJCOSX wB97M-V def2-TZVPD def2/J DEFGRID3
* xyz 1 1
C -3.06534 0.52702 0.26221
C 1.58033 0.60460 0.00965
C -1.84472 0.88829 0.21502
C -0.86401 -0.04153 -0.07708
N -0.90597 -1.26855 -0.46126
O -4.19309 0.30360 0.22420
H 1.32224 1.51311 0.56242
H 1.71091 0.49043 -1.01856
H -1.42441 1.83345 0.63045
H 2.05803 -0.18477 0.70073
H -1.80156 -1.65571 -0.52439
H -0.11543 -1.90763 -0.63614
*
```

***

It is found that the relative energy (zero: lowest compared OMol25 entry of this formula, charge and spin) values, taken in the order of the records, are 95.1; 190.2; 91.7; 74.9; 181.2; 126.8; 61.9; 115.5; 38.0; 200.8; 6.2; 82.4 kcal per mole.
It is found that the E values, taken in the order of the records, are -28892.086; -8700.257; -23633.727; -17998.434; -10198.081; -10200.440; -10203.256; -10200.930; -12251.331; -14293.837; -23087.776; -7771.323 eV.